[1]
A structure of composition C4H5Li2O. Source: the Open Molecules 2025 dataset; level of theory: ωB97M-V/def2-TZVPD.

Output
E_HOMO (spin up / spin down) in eV: -5.3328 / -5.2951
⟨S²⟩: 0.75
Frontier orbital gap (spin up / spin down) in eV: 4.92 / 4.43
Spin multiplicity: 2
ΔE to the lowest compared entry with this formula, charge and spin in eV: 3.2509
E_tot in Eh: -245.451253

Geometry as XYZ:
```
12
Properties=species:S:1:pos:R:3:forces:R:3
C 3.1709 1.3258 1.5041 -0.6 -0.4 -0.7
C 2.2542 0.5136 2.0117 1.4 -0.4 1.1
C 1.8335 -0.5968 2.6771 -0.5 1.6 -1.5
H 2.8981 2.3267 1.1594 0.2 -0.1 -0.1
H 4.2022 0.9981 1.3532 0.1 0.3 0.3
H 1.7114 -1.5472 2.1594 -0.3 0.2 0.2
H 1.7521 -0.5813 3.7686 0.0 0.0 -0.5
O -0.4940 0.1169 0.5344 1.8 0.4 0.4
C -0.1593 0.3236 1.7647 -2.6 -2.9 -0.8
Li 1.9872 0.3541 -0.7513 -0.1 0.3 0.8
Li -0.0316 -1.1238 -1.5691 -0.4 0.3 0.8
H -0.5306 1.3085 2.1408 1.0 0.7 -0.1
```
Positions in Å, forces in eV/Å.



[2]
A structure of composition C4H5MgO6Tl. Source: the Open Molecules 2025 dataset; level of theory: ωB97M-V/def2-TZVPD.

Output
E_HOMO in eV: -6.0060
Frontier orbital gap in eV: 4.39
Spin multiplicity: 1
ΔE to the lowest compared entry with this formula, charge and spin in eV: 0.8741
E_tot in Eh: -979.305283

Geometry as XYZ:
```
17
Properties=species:S:1:pos:R:3:forces:R:3
O -1.6259 -1.7325 0.4263 -2.2 -0.5 2.1
C -2.8160 -1.1033 -0.0154 -0.7 0.1 -0.2
C -2.9978 0.2945 0.5805 -0.2 -0.2 -0.1
O -1.8004 1.0318 0.7993 0.7 0.2 0.3
C -0.9148 1.2358 -0.2082 -1.7 1.0 -1.6
O -1.0041 0.5920 -1.2728 -0.5 2.1 1.1
O -0.1186 2.2252 -0.0065 0.8 -0.2 0.4
H -1.7067 -2.1267 1.2977 -0.2 0.0 0.4
H -3.6967 -1.7036 0.2555 0.2 0.1 -0.1
H -2.7397 -1.0685 -1.1060 0.0 0.0 0.3
H -3.4400 0.2192 1.5815 0.1 0.1 -0.2
H -3.6834 0.8657 -0.0630 0.2 -0.1 0.1
O 2.5899 0.2785 0.9206 -0.3 0.7 -0.6
C 1.6179 -0.3810 0.3424 4.4 2.3 2.4
O 1.7003 -1.6256 0.2125 8.5 -1.3 6.3
Tl 0.1339 -1.3506 -0.7316 -8.3 -3.3 -11.4
Mg 1.7374 1.7038 -0.1813 -0.9 -1.0 0.9
```
Positions in Å, forces in eV/Å.



[3]
An isolated molecule of C4H5N. Source: the Open Molecules 2025 dataset; level of theory: ωB97M-V/def2-TZVPD.

Output
E_HOMO in eV: -8.5410
Frontier orbital gap in eV: 9.46
Spin multiplicity: 1
ΔE to the lowest compared entry with this formula, charge and spin in eV: 5.6825
E_tot in Eh: -209.954908
SMILES: C#C[C@H]1CN1

Geometry as XYZ:
```
10
Properties=species:S:1:pos:R:3:forces:R:3
C 0.0350 -1.0572 1.6115 -0.7 0.6 1.1
C -0.3460 0.0008 1.1459 0.2 -0.5 0.4
C -0.0229 0.8759 0.0319 0.2 -0.1 0.3
C -0.1269 -0.2137 -0.9941 0.0 -0.5 -0.1
N -0.5355 1.1499 -1.3131 0.0 0.0 -0.1
H 0.3009 -1.9275 2.1529 -0.1 -0.1 0.3
H 0.9316 1.3859 0.1578 -0.1 -0.3 0.0
H -0.9949 -0.8550 -0.8794 0.1 0.1 0.3
H 0.7679 -0.8613 -0.8658 0.2 1.0 -2.1
H -1.5538 1.1826 -1.3847 0.3 -0.1 -0.1
```
Positions in Å, forces in eV/Å.



[4]
An isolated molecule of C4H5N. Source: the Open Molecules 2025 dataset; level of theory: ωB97M-V/def2-TZVPD.

Output
E_HOMO in eV: -7.6896
Frontier orbital gap in eV: 8.44
Spin multiplicity: 1
ΔE to the lowest compared entry with this formula, charge and spin in eV: 5.0608
E_tot in Eh: -209.977756

Geometry as XYZ:
```
10
Properties=species:S:1:pos:R:3:forces:R:3
C 2.2285 -0.4615 0.0737 -0.5 0.0 0.1
C 1.0413 -0.4163 0.2770 0.5 0.1 0.0
C -0.3720 -0.2671 0.5741 0.0 -0.2 0.1
C -1.0831 1.0554 0.5895 0.2 0.1 0.0
N -1.1912 0.0716 -0.6126 -0.1 -0.1 -0.3
H 3.2818 -0.4814 -0.0991 -0.2 0.0 0.0
H -0.7862 -1.0822 1.1676 0.1 0.1 -0.1
H -0.3617 1.8050 0.2335 -0.1 -0.1 0.1
H -2.0837 -0.3896 -0.7231 0.1 0.0 0.0
H -0.6736 0.1661 -1.4806 0.0 0.1 0.2
```
Positions in Å, forces in eV/Å.



[5]
An isolated molecule of C4H5N. Source: the Open Molecules 2025 dataset; level of theory: ωB97M-V/def2-TZVPD.

Output
E_HOMO in eV: -10.0769
Frontier orbital gap in eV: 10.46
Spin multiplicity: 1
ΔE to the lowest compared entry with this formula, charge and spin in eV: 1.3902
E_tot in Eh: -210.112648
SMILES: C/C=C/C#N

Geometry as XYZ:
```
10
Properties=species:S:1:pos:R:3:forces:R:3
C -1.5425 -0.0196 -0.0626 -0.6 1.2 -0.3
C -0.0758 0.5796 0.0548 -2.6 -1.2 -0.1
C 0.8857 -0.3390 0.0362 0.8 0.0 0.7
C 2.2597 0.0591 0.0082 6.1 -0.3 -0.3
N 3.4606 0.1339 -0.0622 -5.7 0.0 0.4
H -1.9660 -0.4829 0.8369 0.6 0.4 0.4
H -1.5037 -0.8860 -0.7489 -0.1 0.8 -0.1
H -2.3855 0.7289 -0.3620 1.9 -1.2 0.1
H 0.0932 1.6741 0.1147 0.0 -1.0 -0.3
H 0.7745 -1.4481 0.1850 -0.3 1.3 -0.6
```
Positions in Å, forces in eV/Å.



[6]
An isolated molecule of C4H5N. Source: the Open Molecules 2025 dataset; level of theory: ωB97M-V/def2-TZVPD.

Output
E_HOMO in eV: -8.3124
Frontier orbital gap in eV: 9.40
Spin multiplicity: 1
ΔE to the lowest compared entry with this formula, charge and spin in eV: 0.0325
E_tot in Eh: -210.162543
SMILES: c1cc[nH]c1

Geometry as XYZ:
```
10
Properties=species:S:1:pos:R:3:forces:R:3
C -1.1783 0.1297 0.0388 -0.6 0.0 -0.2
C -0.4495 -1.0675 0.2496 0.1 0.0 -0.2
C 0.8765 -0.7513 0.0998 -0.5 -0.7 0.4
N 0.9676 0.5763 -0.1853 0.6 -0.4 0.1
C -0.2823 1.1245 -0.2269 0.3 0.3 0.1
H -2.2540 0.2455 0.0022 0.2 0.0 0.2
H -0.8448 -2.0541 0.4482 0.0 0.2 0.0
H 1.7109 -1.4150 0.2428 0.3 0.3 -0.2
H 1.8567 1.0305 -0.2787 -0.2 0.3 -0.1
H -0.4028 2.1814 -0.3905 -0.1 0.0 -0.1
```
Positions in Å, forces in eV/Å.



[7]
An isolated molecule of C4H5N. Source: the Open Molecules 2025 dataset; level of theory: ωB97M-V/def2-TZVPD.

Output
E_HOMO in eV: -7.6737
Frontier orbital gap in eV: 8.43
Spin multiplicity: 1
ΔE to the lowest compared entry with this formula, charge and spin in eV: 5.0609
E_tot in Eh: -209.977752

Geometry as XYZ:
```
10
Properties=species:S:1:pos:R:3:forces:R:3
C -2.2797 -0.0120 -0.0569 0.4 0.0 0.1
C -1.1224 0.0406 0.2765 -0.5 -0.1 -0.1
C 0.2742 0.0569 0.6798 0.0 0.2 0.1
C 1.2989 -0.9703 0.2944 -0.2 -0.2 -0.1
N 1.1917 0.3960 -0.4359 0.1 0.3 -0.2
H -3.3064 -0.0646 -0.3457 0.2 0.0 0.1
H 0.4561 0.6430 1.5818 0.0 -0.1 -0.1
H 0.8181 -1.6742 -0.3998 0.1 0.1 0.1
H 1.9325 1.0633 -0.2586 -0.1 -0.1 0.0
H 0.7370 0.5212 -1.3356 0.0 -0.1 0.1
```
Positions in Å, forces in eV/Å.



[8]
The ion C4H5N2 with charge +1. Source: the Open Molecules 2025 dataset; level of theory: ωB97M-V/def2-TZVPD.

Output
E_HOMO in eV: -15.6079
Frontier orbital gap in eV: 8.43
Spin multiplicity: 1
ΔE to the lowest compared entry with this formula, charge and spin in eV: 5.6083
E_tot in Eh: -264.409300
Charge: +1
SMILES: [H]/N=C/C1=[N+]2C[C@@H]12

Geometry as XYZ:
```
11
Properties=species:S:1:pos:R:3:forces:R:3
H -3.5502 -0.3130 0.1517 0.2 0.3 0.5
N -2.6167 -0.4090 -0.2319 0.0 -0.8 -1.4
C -1.6284 0.1530 0.2507 -1.4 0.7 1.6
C -0.2914 0.2564 -0.0349 5.4 -1.4 0.4
N 1.1326 -0.4705 0.8169 -2.5 -0.1 0.3
C 1.7920 -0.6005 -0.4092 -0.1 -0.6 -0.6
C 1.0189 0.6967 -0.0966 -1.4 1.3 -1.1
H -1.6087 0.7815 1.1920 -0.2 0.0 0.0
H 1.4197 -1.2513 -1.1906 0.0 0.1 0.0
H 2.8750 -0.5239 -0.3469 0.0 0.3 0.1
H 1.4573 1.6807 -0.1012 0.1 0.2 0.1
```
Positions in Å, forces in eV/Å.



Which of these has the lowest ΔE to the lowest compared entry with this formula, charge and spin?
number 6



The highest ΔE to the lowest compared entry with this formula, charge and spin belongs to which entry?
number 3



ΔE to the lowest compared entry with this formula, charge and spin of number 6 (C4H5N)?
0.0325 eV



Which value of spin multiplicity does entry 2 give?
1